C7H7F5N2O as an isolated structure at a distorted geometry. Source: the OMol25 dataset; level of theory: the ωB97M-V functional and the def2-TZVPD basis.

XYZ file:
```
22
Properties=species:S:1:pos:R:3:forces:R:3:nbo_charge:R:1
F -2.787099 -1.092700 0.742324 0.88 0.47 0.29 -0.32
F -1.697069 -1.931014 3.163226 -0.14 -0.07 -0.23 -0.32
F -0.446525 -0.171928 3.147770 1.69 0.59 0.69 -0.32
F -1.656081 0.823092 0.964029 -0.48 -1.00 -0.04 -0.36
F -0.469427 -1.696047 -0.536878 -0.79 -0.46 -2.14 -0.33
O 2.102923 -0.258928 0.893269 0.83 0.98 -0.76 -0.70
N 1.006346 0.694705 -0.864141 -0.84 1.09 -2.24 -0.25
N 2.033815 0.194355 -1.641395 -0.19 0.43 0.81 -0.29
C -1.611327 -0.560349 1.226440 -0.26 -0.27 -0.92 0.55
C 0.965698 0.364352 0.457544 -2.61 -3.24 4.11 0.33
C -0.368292 -1.174847 0.672677 1.58 3.90 -1.19 0.08
C 0.369137 1.085975 -2.965482 3.25 -0.57 1.14 -0.32
C -1.587502 -0.663955 2.716297 -2.63 0.93 0.90 0.52
C 1.686149 0.487940 -2.849059 -1.79 0.79 -1.61 0.00
C 0.036012 1.280334 -1.655979 0.83 -1.13 -1.80 -0.02
H 0.075444 1.417775 -3.936322 -0.95 0.35 0.08 0.24
H 2.747857 -0.175444 0.143337 -0.46 -0.38 0.67 0.51
H -2.422983 -0.010963 3.106196 0.59 -0.92 -0.07 0.14
H 0.159927 -1.870922 1.223560 0.77 -1.05 1.95 0.18
H 0.462451 1.019523 1.246154 1.24 -0.27 -1.75 0.22
H 2.258084 0.464833 -3.752790 0.95 -0.86 0.15 0.21
H -0.857539 1.774214 -1.500775 -1.48 0.69 1.95 0.24
```
Forces are in eV/Å.

Summary:
**Net charge**: 0
**Orbital gap**: 9.349 eV
**LUMO energy**: 0.8 eV
**E**: -25984.36427 eV



C6H8N2 as an isolated structure at a distorted geometry. Source: the OMol25 dataset; level of theory: the ωB97M-V functional and the def2-TZVPD basis.

XYZ file:
```
16
Properties=species:S:1:pos:R:3:forces:R:3:nbo_charge:R:1
N 1.719487 1.539288 1.011958 -1.09 -1.56 0.32 -0.61
N -0.895471 1.133890 -1.145255 -0.50 -0.96 0.83 -0.74
C -0.413283 -1.136366 -0.476218 -0.30 -0.36 0.95 -0.06
C 1.800516 -0.097673 -0.874330 0.78 -0.23 -0.89 -0.32
C -0.462272 -2.345674 -0.501820 0.15 0.89 0.10 -0.25
C -1.539765 0.396466 1.111060 1.00 0.44 0.27 -0.63
C -0.614409 0.327108 -0.120898 -0.01 -0.46 -1.06 0.12
C 1.341123 0.710668 0.155035 -0.89 1.18 0.49 0.36
H -1.758899 1.439039 1.332760 0.13 0.00 0.09 0.23
H -1.099288 -0.108771 1.968988 -0.06 0.04 0.13 0.22
H -0.441048 -3.401472 -0.424691 -0.03 -0.21 -0.25 0.24
H 1.279828 -0.031706 -1.818831 -0.11 -0.03 0.08 0.24
H -1.808409 0.958500 -1.564603 0.41 0.91 -0.72 0.39
H 2.677153 1.423692 1.335731 0.35 0.51 -0.52 0.38
H -2.477212 -0.099852 0.862184 0.08 -0.10 -0.19 0.22
H 2.691948 -0.707137 -0.851069 0.08 -0.04 0.37 0.21
```
Forces are in eV/Å.

Summary:
**Net charge**: 0
**Orbital gap (alpha / beta)**: 7.094 / 5.976 eV
**LUMO energy (alpha / beta)**: -1.2 / -1.9 eV
**E**: -9322.97490 eV



C26H20CaN2O4S4 as an isolated structure. Source: the OMol25 dataset; level of theory: the ωB97M-V functional and the def2-TZVPD basis.

XYZ file:
```
57
Properties=species:S:1:pos:R:3:forces:R:3:nbo_charge:R:1
Ca 0.403832 0.174102 0.333186 0.66 0.02 0.08 1.66
S 0.979093 0.670392 -2.443425 -0.03 0.08 -0.06 0.24
S 2.771145 1.204548 1.757266 -0.05 -0.11 -0.03 0.21
S 1.932193 -1.843561 -0.660351 -0.18 -0.18 -0.15 -0.55
S 0.067134 -0.321253 3.024379 -0.20 -0.01 -0.03 -0.58
O -3.312873 1.609554 2.044101 0.00 0.15 -0.05 -0.63
O -1.422324 1.594551 0.924991 -0.42 0.17 -0.24 -0.61
O -0.870824 -1.821437 -2.785143 -0.10 0.00 0.01 -0.53
O -0.935599 -3.689355 -1.530850 -0.03 -0.01 0.10 -0.66
N 1.167137 2.651630 -0.166841 -0.20 -0.08 0.05 -0.53
N -2.013545 -0.757426 -0.292726 0.10 0.11 -0.03 -0.43
C -4.279292 -0.580131 0.422741 0.02 0.00 0.07 -0.22
C 2.690418 0.526847 -1.946753 0.00 -0.01 0.01 -0.14
C -3.585302 -2.463510 -0.865509 0.14 0.07 -0.11 -0.19
C 0.869058 3.268403 -1.306932 0.08 0.06 -0.03 0.24
C 3.028923 -1.189672 5.604116 -0.01 -0.01 0.01 -0.20
C -4.582048 -1.783807 -0.199934 -0.08 0.03 0.04 -0.15
C 0.866882 5.394981 -0.222889 0.00 -0.01 -0.01 -0.14
C 0.698941 4.646300 -1.373716 0.05 0.00 0.00 -0.26
C 1.358066 3.373429 0.944857 0.00 0.07 0.01 0.24
C -2.503226 1.098476 1.122827 0.08 0.00 0.34 0.79
C 1.812001 -1.110949 4.954087 0.04 0.02 -0.01 -0.22
C 4.413710 -0.740369 -0.874230 0.06 0.05 0.00 -0.21
C 4.960872 1.337012 -1.944633 -0.01 0.02 -0.01 -0.23
C 2.786893 0.290636 3.277486 -0.02 0.02 0.04 -0.15
C -1.273184 -2.437174 -1.841463 0.20 -0.20 -0.37 0.76
C -2.970405 -0.126766 0.390415 -0.12 -0.32 -0.06 0.07
C 4.143384 -0.530173 5.099861 0.02 0.01 0.00 -0.25
C 1.726453 2.628113 2.196995 0.00 0.02 0.03 -0.59
C 5.349580 0.211414 -1.227366 -0.04 -0.03 0.00 -0.21
C 3.634009 1.483167 -2.307265 0.05 0.02 0.00 -0.26
C 1.219381 4.754313 0.952229 0.03 -0.02 -0.02 -0.25
C 1.650296 -0.380429 3.767472 0.04 -0.01 0.02 -0.17
C 4.010189 0.211246 3.940110 0.01 -0.01 0.02 -0.23
C -2.322747 -1.878744 -0.931845 -0.17 0.11 0.29 0.13
C 3.058218 -0.613696 -1.212109 0.05 0.03 0.02 -0.21
C 0.746298 2.456620 -2.578528 0.02 -0.06 -0.03 -0.59
H 1.388227 5.308450 1.865236 0.00 0.00 0.00 0.22
H 0.827548 2.247645 2.694608 0.00 -0.01 -0.01 0.27
H -0.259660 2.568414 -2.990186 -0.02 -0.04 0.03 0.25
H -4.054703 1.023274 2.234005 0.01 0.00 0.00 0.49
H 0.741675 6.469858 -0.244894 0.00 0.00 0.00 0.22
H 0.948852 -1.630109 5.349201 0.00 0.00 0.00 0.22
H 3.342078 2.353596 -2.880143 0.00 0.00 0.00 0.20
H -5.589693 -2.175259 -0.167602 0.00 0.00 0.00 0.23
H 2.259611 3.286473 2.881460 -0.02 -0.01 0.01 0.23
H 0.453903 5.116625 -2.317098 0.00 0.00 0.00 0.22
H -5.065930 -0.021037 0.912164 0.00 0.00 0.01 0.22
H 6.384013 0.079926 -0.936008 0.00 0.01 0.00 0.21
H -0.205155 -3.951940 -2.115024 0.06 0.06 0.02 0.52
H 5.099522 -0.591038 5.602479 0.00 0.00 0.00 0.21
H 3.109596 -1.774555 6.512304 0.00 0.00 0.00 0.21
H 4.859958 0.738753 3.525063 0.00 0.00 0.00 0.22
H 4.706804 -1.610111 -0.300772 0.00 0.00 0.00 0.22
H 5.683742 2.091954 -2.224500 0.00 0.00 0.00 0.21
H 1.418087 2.872997 -3.330505 -0.02 0.00 -0.01 0.23
H -3.767626 -3.404861 -1.364496 -0.01 0.01 0.01 0.24
```
Forces are in eV/Å.

Summary:
**Net charge**: 0
**Orbital gap**: 5.625 eV
**LUMO energy**: -1.1 eV
**E**: -100241.57669 eV



C37H58BrN2O7SiTi as an isolated structure. Source: the OMol25 dataset; level of theory: the ωB97M-V functional and the def2-TZVPD basis.

XYZ file:
```
107
Properties=species:S:1:pos:R:3:forces:R:3:lowdin_charge:R:1
Br 0.895426 -2.249559 0.545872 0.12 0.02 -0.04 0.62
Ti 0.209020 1.376153 0.786217 -0.12 0.26 0.20 1.20
Si 0.461552 -4.529458 0.240669 0.00 -0.05 -0.01 0.56
O 1.952330 0.806073 1.864138 0.01 0.06 0.05 -0.26
O 1.907207 2.496431 -0.098122 0.05 -0.08 -0.08 -0.22
O 0.395428 0.684716 -1.185002 -0.03 0.03 -0.10 -0.27
O 0.071385 3.126084 2.017838 0.07 -0.08 -0.04 -0.01
O -1.722623 3.417901 -2.070030 0.00 -0.01 -0.01 0.12
O -0.396548 0.365760 2.529620 -0.06 0.00 0.02 -0.27
O -1.468552 0.168849 0.364021 -0.06 -0.04 -0.01 -0.29
N -0.892346 2.971004 0.027389 0.01 -0.14 0.04 0.09
N -0.745257 5.032063 0.879778 0.04 0.01 0.03 0.22
C 1.162138 -6.851279 1.679332 0.01 -0.02 -0.03 -0.07
C -4.679747 7.710935 -0.597228 0.00 0.00 0.00 -0.06
C -2.229564 -3.507718 -0.049527 0.00 0.01 0.03 -0.11
C 1.890059 -0.001652 3.056485 -0.03 0.01 0.03 -0.12
C -0.506708 3.743455 1.072708 -0.03 -0.04 -0.05 -0.53
C 2.309738 -4.239158 -1.950346 0.01 0.00 0.01 -0.11
C -4.803434 6.331236 -0.660277 -0.01 -0.01 0.00 -0.06
C -2.287960 7.493120 -0.544179 0.00 0.00 0.00 -0.02
C 0.950460 -4.854059 -1.581481 -0.02 0.02 0.05 -0.62
C 1.946248 2.413959 -1.541009 -0.02 0.00 -0.01 -0.09
C 1.575943 -5.373467 1.544856 -0.01 0.03 -0.06 -0.63
C -2.408510 6.107708 -0.600445 -0.02 0.01 0.00 -0.16
C 0.816532 6.494568 -3.514082 -0.01 0.00 0.00 -0.05
C -1.419254 -4.639967 0.603187 0.03 0.02 0.00 -0.62
C -2.451330 0.221741 1.409769 0.00 -0.04 -0.02 -0.10
C -3.670905 5.529985 -0.659144 0.01 0.00 0.01 -0.02
C 2.345971 6.291436 -1.675381 0.01 0.01 -0.01 -0.07
C 3.238192 1.011742 1.255591 0.03 0.05 -0.03 -0.10
C 0.010772 5.781360 -1.359910 -0.01 0.00 0.04 -0.17
C -0.077001 -4.266831 -2.559455 -0.02 -0.01 0.03 -0.09
C 1.490710 -4.713616 2.929962 -0.03 -0.02 0.04 -0.11
C -1.924656 0.229105 -1.002514 0.00 0.01 -0.04 -0.10
C 1.302282 5.877423 -0.854350 -0.02 0.00 0.00 -0.04
C 1.013809 -6.374724 -1.821389 0.00 -0.01 -0.01 -0.07
C 1.561622 1.012207 -1.962631 0.03 0.02 0.01 -0.09
C 3.149423 2.384824 0.623092 0.01 -0.03 0.04 -0.09
C -3.420537 8.291754 -0.537552 0.00 0.00 0.00 -0.05
C -1.698691 -0.237888 2.640444 -0.02 -0.02 0.00 -0.09
C -1.688123 -4.552257 2.112944 -0.07 -0.02 -0.03 -0.10
C -1.335915 3.787828 -0.991768 0.00 0.02 0.03 -0.40
C -1.159213 5.258659 -0.518330 0.09 -0.01 -0.05 -0.23
C 2.106556 6.595650 -3.005675 0.00 0.00 0.00 -0.07
C -0.685836 -0.019239 -1.837709 -0.01 0.00 -0.01 -0.10
C -1.965211 -5.987431 0.095216 -0.02 0.02 -0.01 -0.07
C 0.508296 0.229115 3.640640 0.04 0.01 0.01 -0.09
C -0.226620 6.092322 -2.697079 -0.01 0.00 0.00 -0.01
C 3.054029 -5.320258 1.127125 -0.02 -0.03 0.03 -0.10
H 4.017916 0.997034 2.017865 -0.01 -0.02 0.00 0.15
H 3.115699 3.148847 1.398724 -0.01 0.01 -0.01 0.15
H 2.541952 -4.507428 -2.984793 0.00 0.00 0.00 0.10
H 0.284749 -4.417195 -3.580262 0.00 0.00 0.00 0.10
H -3.319925 9.367776 -0.494791 0.00 0.00 0.00 0.11
H 0.168833 -6.968086 2.112416 -0.02 0.00 0.01 0.07
H 2.656899 0.329120 3.757468 0.01 -0.01 0.00 0.15
H -1.429609 -6.839905 0.514363 0.00 0.00 -0.01 0.08
H -2.820826 1.245815 1.500480 -0.01 0.00 0.01 0.15
H -5.783358 5.876772 -0.717721 0.00 0.00 0.00 0.11
H 1.818439 -6.851092 -1.262855 0.04 0.01 0.00 0.07
H 1.318747 0.988204 -3.024764 0.00 -0.01 0.00 0.15
H 1.217802 3.138883 -1.903224 0.01 0.01 0.00 0.13
H -1.051072 -4.749107 -2.489709 -0.01 0.00 0.01 0.07
H -0.422135 -1.075627 -1.874446 -0.01 -0.01 0.02 0.10
H -3.780223 4.454445 -0.726114 -0.01 0.00 0.00 0.11
H -3.276717 -0.453898 1.183538 0.00 0.00 -0.01 0.15
H -0.827657 0.381926 -2.841010 0.01 0.01 0.00 0.15
H 1.866671 -7.356874 2.345106 0.00 0.00 0.01 0.10
H -2.155777 -3.494016 -1.134555 0.02 -0.01 -0.04 0.07
H -2.193097 0.094863 3.553392 0.01 0.00 0.00 0.16
H -2.769145 -4.542910 2.281502 -0.01 0.00 -0.01 0.10
H 1.883344 -3.695492 2.908868 0.00 0.03 0.00 0.04
H 3.401306 -4.294210 0.986742 0.00 0.01 -0.03 0.07
H 0.620608 6.741054 -4.548980 0.00 0.00 0.00 0.12
H -1.306123 7.951586 -0.520448 0.00 0.00 0.00 0.12
H 2.933300 2.693903 -1.906660 0.00 0.00 0.00 0.15
H -2.351326 1.211813 -1.202901 0.00 0.00 0.01 0.12
H 3.422217 0.211961 0.535002 -0.01 -0.01 0.00 0.14
H -1.285738 -5.402125 2.661713 -0.03 0.00 -0.02 0.07
H -2.662031 -0.556596 -1.170676 0.00 -0.01 0.01 0.15
H 0.457935 1.145845 4.227785 0.00 0.01 -0.02 0.15
H 3.657467 -5.764574 1.923324 0.00 0.00 0.01 0.10
H -1.929784 -6.066512 -0.991325 0.00 0.01 0.01 0.07
H -0.210652 -3.191853 -2.414388 0.00 0.00 0.00 0.05
H -3.013178 -6.084596 0.392679 0.00 0.00 0.00 0.10
H 2.110750 -5.287539 3.624100 0.01 0.00 0.00 0.10
H 3.128535 -4.595217 -1.329511 -0.03 0.04 -0.05 0.06
H 2.286275 -3.149431 -1.888958 0.00 0.01 0.01 0.05
H 0.079649 -6.879153 -1.568072 0.04 0.00 -0.01 0.07
H -1.569379 -1.321185 2.647026 0.00 -0.01 -0.01 0.12
H -0.507832 5.766968 1.526886 0.02 -0.01 0.01 0.18
H -1.272644 -3.639333 2.548547 -0.01 0.00 0.00 0.06
H 1.204258 -6.559153 -2.882160 0.01 0.01 0.00 0.10
H 0.482147 -4.688586 3.339123 0.15 0.00 0.00 0.05
H 2.916401 6.926356 -3.642057 0.00 0.00 0.00 0.11
H 3.257718 -5.883981 0.218478 -0.01 -0.04 0.02 0.07
H -1.914513 -2.530402 0.327270 0.00 -0.01 0.00 0.02
H -3.285366 -3.645564 0.204227 0.00 0.00 -0.01 0.10
H 1.506609 5.651328 0.184518 0.01 0.00 0.00 0.11
H 3.342913 6.395427 -1.266167 0.00 0.00 0.00 0.11
H 1.182276 -7.381491 0.725477 -0.02 0.00 0.07 0.07
H 3.992117 2.578019 -0.039379 0.00 0.00 -0.01 0.15
H 0.211235 -0.622289 4.252687 -0.01 0.01 0.01 0.15
H 2.335924 0.271601 -1.752691 -0.01 -0.01 0.00 0.14
H -1.231078 6.018522 -3.093665 0.00 0.00 0.00 0.13
H -5.563563 8.334323 -0.601895 0.00 0.00 0.00 0.11
H 2.051436 -1.043564 2.782623 0.00 0.00 -0.02 0.08
```
Forces are in eV/Å.

Summary:
**Net charge**: +2
**Orbital gap (alpha / beta)**: 7.829 / 8.298 eV
**LUMO energy (alpha / beta)**: -5.5 / -5.0 eV
**Multiplicity**: 2
**E**: -157650.51229 eV



C5H6O2S as an isolated structure at a distorted geometry. Source: the OMol25 dataset; level of theory: the ωB97M-V functional and the def2-TZVPD basis.

XYZ file:
```
14
Properties=species:S:1:pos:R:3:forces:R:3:nbo_charge:R:1
S 2.265313 0.402538 -0.287409 1.37 0.16 0.34 0.13
O -0.999600 1.861808 0.666492 -0.12 -3.49 -3.01 -0.49
O -1.310961 -1.097986 -0.656648 -0.83 -2.45 -0.85 -0.53
C -0.198625 -0.661975 0.143262 -0.52 3.51 -0.12 0.06
C -2.177635 0.026464 -0.694980 -0.61 0.91 2.91 -0.18
C 1.059956 -0.545219 -0.675711 -1.69 1.47 2.56 -0.28
C 0.102936 -1.098314 1.585651 0.33 0.20 0.41 -0.69
C -1.062911 0.825079 -0.004739 0.67 2.61 4.35 0.61
H -0.570499 -0.361077 2.479733 2.24 -2.77 -2.81 0.26
H 1.523873 -0.698972 1.528893 -4.44 -1.47 0.99 0.25
H 0.873024 -0.828152 -1.613586 -0.23 -1.46 -3.94 0.19
H -2.664150 0.452199 -1.579999 0.85 -0.79 -0.56 0.23
H -0.172545 -2.349629 1.513909 1.05 3.65 0.99 0.25
H -3.092548 -0.041768 0.069939 1.94 -0.09 -1.26 0.20
```
Forces are in eV/Å.

Summary:
**Net charge**: 0
**Orbital gap**: 8.352 eV
**LUMO energy**: -0.7 eV
**E**: -20206.23417 eV